Below is 9 unconnected molecules or ions with the total composition C81H171N9O9 in a non-equilibrium geometry, with properties calculated with ωB97M-V with the def2-TZVPD basis set.

Calculated values
SMILES ... CC1(C)CCCC(C)(C)N1O.CC1(C)CCCC(C)(C)N1O.CC1(C)CCCC(C)(C)N1O.CC1(C)CCCC(C)(C)N1O.CC1(C)CCCC(C)(C)N1O.CC1(C)CCCC(C)(C)N1O.CC1(C)CCCC(C)(C)N1O.CC1(C)CCCC(C)(C)N1O.CC1(C)CCCC(C)(C)N1O
HOMO ... -7.643 eV
Frontier orbital gap ... 0.2999 Ha
LUMO level ... 0.518 eV
Energy relative to the best compared isomer or geometry (same formula, charge and spin) ... 7.4188 eV

Cartesian coordinates (Å):
C -8.57577 -17.01842 -5.92858
C -8.46267 -17.34765 -7.43798
C -9.74945 -18.01306 -7.94336
C -8.33723 -16.12828 -8.37963
C -6.98445 -15.43986 -8.14031
C -5.80989 -16.41989 -8.37585
C -5.96361 -17.75765 -7.65191
C -5.13656 -18.73676 -8.53819
C -5.39474 -17.78288 -6.24456
N -7.36039 -18.23206 -7.73802
O -7.47981 -19.60590 -7.35039
H -8.30275 -17.82992 -5.26302
H -8.02335 -16.08572 -5.79319
H -9.59762 -16.76690 -5.62380
H -10.16558 -18.90124 -7.46916
H -10.52829 -17.29667 -8.20919
H -9.46530 -18.39791 -8.93350
H -8.43249 -16.39840 -9.42993
H -9.11716 -15.42263 -8.08760
H -6.93432 -14.55798 -8.78462
H -7.02119 -15.03050 -7.12598
H -4.88348 -15.93840 -8.05608
H -5.75768 -16.46549 -9.46546
H -4.12234 -18.36746 -8.73498
H -5.48189 -18.78069 -9.57380
H -4.99873 -19.70619 -8.06087
H -5.34268 -18.80305 -5.86996
H -5.98138 -17.15667 -5.56254
H -4.44661 -17.26411 -6.06660
H -7.44407 -19.96188 -8.24518
C -12.08011 -13.93404 -4.85267
C -11.44839 -12.79508 -5.66105
C -10.89745 -11.64882 -4.73140
C -10.35108 -13.48711 -6.47001
C -9.79701 -12.57409 -7.54074
C -10.96238 -12.19070 -8.46157
C -12.18455 -11.53150 -7.77758
C -11.79153 -10.10522 -7.37571
C -13.43916 -11.53180 -8.64555
N -12.49470 -12.29379 -6.55132
O -13.62458 -11.86757 -5.85046
H -11.29773 -14.36047 -4.21547
H -12.83968 -13.67493 -4.10866
H -12.56948 -14.70120 -5.45190
H -11.66842 -10.88187 -4.72388
H -10.68229 -12.04946 -3.73548
H -9.95621 -11.11679 -4.90731
H -9.57465 -13.74368 -5.74016
H -10.78634 -14.44492 -6.76040
H -9.36834 -11.65982 -7.13553
H -9.02014 -12.97449 -8.19585
H -11.28062 -13.06882 -9.03234
H -10.62638 -11.47458 -9.21744
H -12.54286 -9.70061 -6.68668
H -11.67314 -9.28792 -8.09278
H -10.88712 -10.06685 -6.76719
H -13.14533 -11.06253 -9.58861
H -14.16649 -10.93291 -8.10493
H -13.71506 -12.55103 -8.91162
H -14.33047 -12.48575 -6.06859
C -1.60616 -21.00540 3.14196
C -2.19755 -19.82065 3.99434
C -3.73397 -19.86836 3.83230
C -1.80874 -20.16787 5.40968
C -2.12504 -19.01205 6.29234
C -1.23599 -17.83089 5.93426
C -1.35642 -17.40123 4.43741
C -2.59443 -16.47717 4.48120
C -0.05502 -16.69089 4.05510
N -1.51327 -18.58771 3.57060
O -1.71695 -18.25772 2.22405
H -1.64336 -20.65330 2.11411
H -0.63617 -21.22773 3.57961
H -2.25464 -21.85771 3.34483
H -3.97762 -19.72291 2.77668
H -4.18977 -20.77997 4.21156
H -4.22644 -19.02335 4.32075
H -2.22204 -21.13684 5.70122
H -0.73567 -20.33118 5.57504
H -3.19787 -18.78487 6.34995
H -2.00210 -19.16437 7.37372
H -0.24525 -18.05285 6.34857
H -1.47050 -16.92835 6.50305
H -2.40136 -15.41165 4.58627
H -3.30029 -16.92742 5.17537
H -3.12750 -16.53185 3.52164
H 0.64272 -17.50139 3.82417
H 0.39228 -15.91979 4.66949
H -0.29479 -16.36098 3.03482
H -0.89000 -18.51005 1.79621
C -8.42276 -13.54861 -2.17914
C -7.92127 -14.91622 -1.72271
C -9.08708 -15.93736 -1.90859
C -6.72626 -15.27749 -2.62776
C -5.97584 -16.48212 -2.07539
C -5.48648 -16.30966 -0.67129
C -6.60443 -15.95128 0.31781
C -7.33838 -17.20422 0.79570
C -5.93161 -15.35135 1.55907
N -7.51075 -14.96264 -0.32428
O -8.41455 -14.37571 0.56602
H -7.75519 -12.74182 -1.86104
H -8.50581 -13.39928 -3.26213
H -9.44945 -13.28587 -1.91304
H -10.04173 -15.46235 -2.16504
H -9.01117 -16.69502 -2.69656
H -9.36754 -16.46478 -0.99585
H -7.22319 -15.63248 -3.53278
H -6.09258 -14.39432 -2.71611
H -6.69803 -17.30304 -2.12204
H -5.15533 -16.64087 -2.77988
H -4.64577 -15.62652 -0.53669
H -5.06786 -17.28816 -0.40223
H -7.50174 -17.77386 -0.12932
H -8.27617 -16.95229 1.28633
H -6.71505 -17.91053 1.34607
H -6.68793 -14.87035 2.18736
H -5.23424 -14.55272 1.29986
H -5.51618 -16.14398 2.17694
H -8.05813 -13.50021 0.75802
C -6.53384 -21.85313 -2.55740
C -5.01886 -21.60789 -2.40317
C -4.53374 -21.14720 -3.77869
C -4.84433 -20.38732 -1.46817
C -5.10798 -20.58668 -0.00867
C -4.34594 -21.85264 0.44360
C -4.52824 -23.11044 -0.39424
C -3.33189 -24.04824 -0.02281
C -5.81641 -23.89428 -0.20349
N -4.36508 -22.77494 -1.81604
O -4.30445 -23.90082 -2.66575
H -7.07375 -20.99369 -2.95271
H -6.67890 -22.73190 -3.19342
H -6.98468 -22.18022 -1.62073
H -3.57412 -20.61694 -3.81914
H -4.18750 -21.93661 -4.45756
H -5.35049 -20.59508 -4.23333
H -3.78166 -20.09758 -1.54493
H -5.27587 -19.48443 -1.91223
H -4.98550 -19.68948 0.58937
H -6.13424 -20.97576 -0.09334
H -4.70999 -22.03496 1.46344
H -3.30461 -21.59471 0.65119
H -3.20870 -24.97835 -0.56836
H -3.46203 -24.29887 1.03439
H -2.45158 -23.40365 -0.04845
H -5.79438 -24.61858 0.62176
H -6.09791 -24.55320 -1.02383
H -6.66677 -23.27263 0.09121
H -3.35346 -23.97125 -2.79882
C -6.06562 -8.26225 -8.41515
C -6.61862 -9.70611 -8.46000
C -7.93631 -9.66709 -9.26350
C -5.73383 -10.69824 -9.26603
C -4.56780 -11.39072 -8.54082
C -5.03286 -11.89193 -7.17170
C -5.77945 -10.84901 -6.33874
C -6.38333 -11.66077 -5.17562
C -4.74561 -9.84562 -5.80956
N -6.84931 -10.27763 -7.12895
O -7.85541 -9.60337 -6.40912
H -5.59839 -7.95257 -9.34799
H -6.87946 -7.64288 -8.03249
H -5.32464 -8.05236 -7.63836
H -8.56267 -10.40172 -8.74636
H -8.49838 -8.74421 -9.11037
H -7.95389 -9.93332 -10.31694
H -6.37504 -11.48508 -9.68253
H -5.40128 -10.20776 -10.18485
H -4.05463 -12.14825 -9.13007
H -3.86708 -10.54873 -8.47376
H -4.24550 -12.38388 -6.59522
H -5.68938 -12.75235 -7.35185
H -5.67864 -11.88760 -4.37320
H -6.87094 -12.61353 -5.40222
H -7.20473 -11.12180 -4.69251
H -4.15219 -9.35781 -6.57907
H -4.10529 -10.29068 -5.04894
H -5.31416 -9.04320 -5.32601
H -8.66063 -10.09860 -6.59723
C -9.91128 -19.73628 -4.39769
C -11.25500 -20.50112 -4.27622
C -12.14443 -20.06496 -5.44596
C -10.93770 -22.00007 -4.26283
C -10.42639 -22.60201 -2.94884
C -11.51421 -22.25066 -1.87440
C -11.64325 -20.73494 -1.72612
C -12.78060 -20.42604 -0.75556
C -10.35673 -20.15112 -1.07988
N -11.89664 -20.08172 -3.01092
O -12.09872 -18.69783 -2.84335
H -9.94505 -18.68322 -4.11322
H -9.17409 -20.25182 -3.78152
H -9.57021 -19.66476 -5.43318
H -12.24426 -18.98242 -5.56975
H -12.14241 -20.54621 -6.42236
H -13.18158 -20.25250 -5.11725
H -11.86790 -22.47222 -4.59335
H -10.16773 -22.24338 -4.99968
H -10.45384 -23.67681 -3.12626
H -9.45631 -22.25622 -2.60212
H -11.08102 -22.56100 -0.92118
H -12.34903 -22.86138 -2.20984
H -13.75717 -20.56817 -1.22189
H -12.67948 -19.45182 -0.28028
H -12.80808 -21.14091 0.07337
H -10.33535 -20.62674 -0.09283
H -10.26850 -19.06746 -1.04134
H -9.39993 -20.46677 -1.50996
H -12.80721 -18.51935 -3.47318
C -9.64790 -21.73147 3.81562
C -8.21531 -21.14993 3.79987
C -7.70128 -20.98205 2.38355
C -8.14266 -19.79648 4.53344
C -8.08721 -19.74772 6.05841
C -7.02060 -20.70817 6.62161
C -7.01940 -22.09536 5.99702
C -5.61024 -22.68523 6.23654
C -8.11488 -22.95888 6.68063
N -7.31159 -22.02465 4.55412
O -6.86727 -23.18008 3.86688
H -9.53149 -22.76610 3.48954
H -10.20043 -21.62455 4.75043
H -10.34685 -21.24692 3.12440
H -8.06622 -21.81998 1.77935
H -7.99422 -20.09397 1.82587
H -6.62159 -21.13220 2.39624
H -7.32525 -19.21821 4.08501
H -9.04193 -19.22887 4.26546
H -8.05928 -18.74128 6.46862
H -9.10382 -20.11389 6.25937
H -7.20490 -20.69268 7.69750
H -6.06299 -20.20149 6.46647
H -4.95503 -22.18777 5.52148
H -5.60512 -23.76928 6.10516
H -5.23334 -22.58992 7.25502
H -8.01335 -22.80432 7.75737
H -8.06842 -24.03334 6.48915
H -9.11599 -22.71032 6.33113
H -5.91292 -23.05231 3.80793
C -8.28053 -9.22979 -1.36430
C -7.02705 -8.98439 -0.52256
C -6.42632 -10.26094 0.05666
C -5.84774 -8.35018 -1.35670
C -6.13643 -6.88495 -1.66882
C -6.00737 -6.18585 -0.30624
C -7.19542 -6.63378 0.60812
C -6.85330 -6.00278 1.95189
C -8.46977 -5.98376 0.07446
N -7.34456 -8.09106 0.61128
O -8.39785 -8.57820 1.41134
H -8.91868 -9.89094 -0.77633
H -8.83597 -8.29908 -1.46878
H -8.13587 -9.62059 -2.37244
H -7.11173 -10.72601 0.76401
H -6.13078 -10.92489 -0.75854
H -5.51051 -9.92461 0.54201
H -4.88102 -8.55436 -0.90353
H -5.91983 -8.96579 -2.25989
H -5.68752 -6.34068 -2.50405
H -7.16783 -6.75733 -2.01255
H -6.12594 -5.11930 -0.49335
H -5.09230 -6.46306 0.21534
H -6.65687 -4.94000 1.81728
H -5.97942 -6.42066 2.45652
H -7.66886 -6.13457 2.66925
H -9.28016 -6.33367 0.72631
H -8.81000 -6.32606 -0.89898
H -8.47192 -4.89687 0.16579
H -7.95952 -9.10199 2.09113

Atoms 1-6, force components in eV/Å:
C -0.6 1.2 -0.6
C -1.5 -1.2 0.4
C 0.1 -0.8 -1.6
C 1.2 0.5 1.4
C -0.4 0.0 0.2
C -1.0 1.8 0.4